35
Properties=species:S:1:pos:R:3 method="wB97M-V/def2-TZVPD" charge=-2 mol_weight_da=417.061 s_squared=3.980 spin_multiplicity=4 total_energy_ha=-3104.4346 relative_energy_ev=21.0512
Co -5.78 12.00 -18.30
P -7.62 11.36 -17.52
O -8.17 10.10 -16.94
O -7.18 11.59 -18.96
O -6.21 11.11 -17.12
O -7.54 12.55 -16.59
F -5.38 13.04 -17.16
C -7.41 11.33 -21.24
N -6.05 11.94 -21.06
O -5.27 11.39 -20.27
O -5.79 12.92 -21.70
H -8.08 12.16 -21.04
H -7.59 10.66 -20.41
H -7.55 10.83 -22.20
C -7.56 14.48 -18.31
N -6.87 14.11 -19.51
O -5.92 13.28 -19.49
O -7.36 14.54 -20.58
H -6.83 14.63 -17.52
H -8.10 13.59 -18.00
H -8.20 15.36 -18.42
C -2.60 11.17 -16.65
N -3.85 10.46 -17.04
O -4.00 9.33 -16.60
O -4.58 11.00 -17.94
H -2.66 12.24 -16.86
H -1.85 10.74 -17.31
H -2.33 10.90 -15.62
C -3.46 13.33 -20.76
N -3.45 12.47 -19.56
O -4.29 12.64 -18.70
O -2.51 11.71 -19.43
H -4.32 13.97 -20.57
H -3.60 12.69 -21.64
H -2.54 13.88 -20.58

---

87
Properties=species:S:1:pos:R:3 method="wB97M-V/def2-TZVPD" charge=+2 mol_weight_da=874.869 s_squared=3.789 spin_multiplicity=4 total_energy_ha=-2858.2127 relative_energy_ev=3.3317
Re 0.20 -1.50 -0.09
C -1.68 3.48 3.21
C -2.11 2.33 2.68
C -1.70 1.66 1.38
C -0.64 2.30 0.46
C 0.79 2.36 0.94
C 1.22 2.92 2.05
C 0.70 4.24 2.58
C -0.84 4.48 2.47
C 2.01 -2.51 0.60
H -2.07 3.80 4.16
H -2.93 1.77 3.13
H -2.63 1.47 0.80
H -1.35 0.63 1.62
H -0.56 1.67 -0.44
H -1.01 3.28 0.12
H 1.50 1.73 0.37
H 2.15 2.59 2.52
H 1.17 5.10 2.07
H 1.00 4.33 3.63
H -1.07 5.48 2.87
H -1.11 4.53 1.41
H 2.47 -1.86 1.37
H 2.81 -2.87 -0.07
H 1.62 -3.39 1.14
P 1.48 -1.37 -1.79
P -1.59 -0.97 -1.56
N 2.84 -0.25 -1.91
N 2.34 -2.66 -2.81
N -1.83 0.87 -2.54
N -3.44 -1.26 -2.64
C 0.48 -0.77 -3.19
C -0.82 -1.54 -3.12
C 3.94 -0.31 -1.05
C 4.95 0.49 -1.62
C 4.45 1.02 -2.83
C 3.15 0.56 -3.00
C 2.64 -3.95 -2.43
C 3.27 -4.58 -3.50
C 3.35 -3.64 -4.57
C 2.78 -2.46 -4.12
C -2.29 2.03 -1.97
C -2.10 3.10 -2.86
C -1.59 2.56 -4.05
C -1.53 1.18 -3.87
C -4.22 -0.44 -3.45
C -5.04 -1.22 -4.29
C -4.79 -2.57 -3.96
C -3.80 -2.56 -2.95
H 0.96 -0.89 -4.16
H 0.36 0.31 -2.98
H -1.40 -1.45 -4.03
H -0.73 -2.62 -2.91
H 3.91 -0.89 -0.14
H 5.93 0.64 -1.20
H 4.96 1.66 -3.54
H 2.43 0.74 -3.79
H 2.35 -4.32 -1.46
H 3.61 -5.61 -3.53
H 3.73 -3.78 -5.57
H 2.61 -1.52 -4.64
H -2.75 2.03 -0.99
H -2.26 4.14 -2.62
H -1.27 3.06 -4.94
H -1.23 0.43 -4.60
H -4.17 0.65 -3.42
H -5.70 -0.83 -5.05
H -5.25 -3.45 -4.38
H -3.34 -3.39 -2.44
O -0.33 -2.59 1.98
C -0.08 -1.48 2.50
O 0.27 -0.49 1.71
C -0.10 -1.15 3.96
C -0.03 0.19 4.33
C -0.16 0.54 5.70
C -0.35 -0.45 6.67
C -0.32 -1.81 6.30
C -0.21 -2.16 4.93
N -0.32 -2.82 7.33
O -0.47 -2.45 8.52
O -0.17 -4.02 7.01
N -0.13 1.92 6.10
O 0.35 2.77 5.32
O -0.56 2.23 7.23
H 0.01 0.98 3.58
H -0.49 -0.18 7.70
H -0.24 -3.20 4.62

---

27
Properties=species:S:1:pos:R:3 method="wB97M-V/def2-TZVPD" mol_weight_da=203.310 total_energy_ha=-917.8731 relative_energy_ev=3.4219 smiles="Cc1ccncc1C1(S)C=CCC=C1"
C 0.85 1.76 -0.15
C 1.81 0.64 -0.05
C 3.18 0.77 0.08
C 4.05 -0.37 0.08
N 3.61 -1.60 -0.02
C 2.28 -1.70 -0.05
C 1.40 -0.70 -0.08
C -0.09 -1.07 -0.16
S -0.47 -2.76 0.02
C -0.99 -0.24 1.22
C -2.25 -0.27 1.18
C -2.92 -0.74 -0.14
C -2.07 -0.33 -1.28
C -0.81 -0.46 -1.36
H 0.02 1.37 0.20
H 1.17 2.62 0.35
H 0.75 2.01 -1.23
H 3.75 1.77 0.03
H 5.09 -0.19 0.06
H 2.01 -2.82 -0.08
H 0.07 -3.04 1.25
H -0.35 0.15 1.93
H -2.97 0.09 1.91
H -2.89 -1.85 -0.17
H -3.91 -0.23 -0.15
H -2.49 0.06 -2.21
H -0.35 -0.11 -2.35